# 1
Entry from the Open Molecules 2025 dataset: a molecular structure, C36H41AlN9S (ωB97M-V/def2-TZVPD).

The geometry in XYZ format:
```
88
Properties=species:S:1:pos:R:3:forces:R:3:lowdin_charge:R:1
Al -0.033 0.203 -0.609 -0.0138 0.2265 0.0249 -0.02
C 3.519 -4.929 -3.067 0.0064 -0.0121 -0.0194 -0.06
C 2.997 -3.864 -2.141 -0.0052 0.0169 0.0043 -0.28
C 2.373 -4.190 -0.939 -0.0041 0.0181 0.0064 -0.04
C 1.833 -3.214 -0.125 0.0285 -0.0463 -0.0357 -0.01
C 1.913 -1.858 -0.449 0.0117 0.0215 -0.0564 -0.23
N 1.308 -0.880 0.357 0.0759 -0.0647 -0.0386 0.05
C 1.652 -0.922 1.682 0.0102 0.0155 0.1845 -0.22
C 2.921 -1.350 2.119 0.0034 0.0364 -0.0017 -0.01
C 3.290 -1.342 3.447 0.0141 -0.0063 0.0248 -0.05
C 2.428 -0.895 4.446 -0.0461 0.0189 -0.0575 -0.29
C 2.849 -0.825 5.887 0.0123 -0.0023 0.0441 -0.07
C 1.169 -0.481 4.043 0.0340 -0.0450 -0.0326 -0.01
C 0.778 -0.522 2.710 0.0711 -0.0661 -0.0299 -0.13
N -0.554 -0.142 2.396 -0.0527 0.0112 0.0339 -0.05
C -1.639 -0.193 3.195 -0.0134 0.0445 -0.0604 -0.05
C -2.661 0.472 2.552 0.0419 -0.0223 0.0796 -0.03
C -2.106 0.901 1.343 -0.0119 -0.0367 0.0105 -0.10
N -0.836 0.527 1.262 -0.0368 -0.1192 -0.0211 0.07
C 2.550 -1.542 -1.654 -0.0066 -0.0976 0.0494 -0.11
C 3.063 -2.525 -2.491 -0.0212 0.0045 0.0653 0.02
N 2.659 -0.187 -2.040 -0.0051 0.0245 0.0236 -0.04
C 3.615 0.417 -2.773 0.0097 0.0116 0.0429 -0.05
C 3.225 1.723 -2.955 0.0135 0.0067 0.0360 -0.03
C 1.994 1.832 -2.294 -0.0060 -0.0311 0.0098 -0.07
N 1.668 0.673 -1.745 -0.1966 -0.1717 -0.1765 0.08
H 3.563 -5.895 -2.565 0.0026 -0.0112 0.0093 0.07
H 4.521 -4.691 -3.429 0.0058 0.0110 -0.0011 0.07
H 2.871 -5.038 -3.939 -0.0055 -0.0103 -0.0173 0.08
H 2.275 -5.231 -0.654 -0.0041 -0.0151 0.0002 0.11
H 1.315 -3.489 0.785 -0.0074 -0.0016 0.0037 0.13
H 3.635 -1.672 1.373 -0.0016 0.0087 0.0013 0.12
H 4.290 -1.668 3.713 0.0032 0.0023 0.0121 0.11
H 3.819 -1.302 6.031 0.0065 -0.0049 -0.0024 0.07
H 2.134 -1.326 6.542 -0.0135 -0.0014 0.0056 0.07
H 2.939 0.209 6.230 -0.0007 0.0108 0.0017 0.07
H 0.466 -0.110 4.782 0.0022 0.0037 0.0185 0.11
H -1.601 -0.707 4.139 -0.0240 -0.0014 0.0205 0.12
H -3.673 0.596 2.892 -0.0309 0.0003 0.0168 0.09
H -2.519 1.410 0.487 -0.0325 0.0486 -0.0448 0.11
H 3.498 -2.232 -3.440 0.0084 -0.0032 -0.0202 0.12
H 4.493 -0.121 -3.083 0.0260 0.0014 -0.0189 0.12
H 3.757 2.496 -3.478 0.0121 0.0168 -0.0223 0.09
H 1.325 2.673 -2.205 -0.0145 0.0285 -0.0015 0.11
C 0.218 2.993 3.617 -0.0415 0.0204 0.0097 -0.03
N 1.524 3.447 3.172 -0.0267 -0.1270 0.1250 -0.20
C 1.908 4.810 3.473 -0.0023 0.1112 -0.0134 -0.07
C 2.165 2.769 2.229 -0.0745 0.1126 -0.0066 -0.31
N 2.746 2.180 1.423 0.1386 -0.1117 -0.1534 0.19
H -0.588 3.522 3.104 -0.0218 0.0306 -0.0193 0.08
H 0.126 3.153 4.693 0.0152 0.0133 -0.0078 0.09
H 0.121 1.933 3.413 -0.0118 0.0127 0.0014 0.06
H 2.061 4.929 4.549 -0.0126 -0.0014 -0.0063 0.08
H 1.137 5.516 3.146 0.0303 -0.0173 0.0158 0.08
H 2.835 5.048 2.956 -0.0025 0.0042 0.0205 0.09
C -1.612 4.704 0.476 -0.0046 0.0093 0.0019 -0.07
C -0.404 4.159 -0.289 0.0167 -0.0382 0.0086 -0.39
C 0.790 5.099 -0.130 0.0211 -0.0004 0.0323 -0.07
C -0.780 3.896 -1.731 -0.0389 -0.0038 0.0127 -0.19
C -0.896 4.962 -2.607 -0.0197 0.0252 0.0331 -0.09
C -1.296 4.796 -3.925 -0.0158 0.0206 -0.0576 -0.14
C -1.590 3.502 -4.345 0.0114 0.0078 -0.0277 -0.09
C -1.486 2.397 -3.518 -0.0459 -0.0282 0.0687 -0.16
C -1.846 1.047 -4.110 0.0080 0.0090 -0.0701 -0.38
C -3.017 0.374 -3.391 -0.0139 -0.0030 -0.0245 -0.08
C -0.656 0.088 -4.238 -0.0300 -0.0572 0.0263 -0.07
C -1.068 2.536 -2.140 0.0765 -0.0206 -0.0133 -0.32
N -0.931 1.513 -1.312 0.0694 0.1102 0.0488 0.03
H -1.386 4.881 1.532 0.0197 0.0070 0.0683 0.05
H -2.452 4.011 0.414 -0.0227 -0.0385 -0.0005 0.07
H -1.936 5.655 0.043 -0.0026 0.0020 -0.0061 0.08
H -0.141 3.185 0.141 0.0050 0.0250 -0.0533 0.10
H 0.539 6.124 -0.417 -0.0025 0.0105 -0.0160 0.07
H 1.634 4.778 -0.741 0.0160 -0.0350 0.0006 0.08
H 1.126 5.124 0.911 -0.0247 0.0304 -0.0345 0.04
H -0.675 5.963 -2.246 0.0091 0.0268 -0.0063 0.09
H -1.385 5.638 -4.600 0.0063 0.0105 0.0023 0.07
H -1.912 3.340 -5.372 0.0007 0.0099 0.0036 0.09
H -2.179 1.256 -5.135 0.0115 0.0041 0.0269 0.11
H -2.761 0.189 -2.350 0.0242 -0.0098 0.0417 0.04
H -3.264 -0.580 -3.864 -0.0123 -0.0293 -0.0057 0.07
H -3.903 1.013 -3.424 -0.0064 0.0129 -0.0068 0.07
H -0.380 -0.332 -3.273 -0.0050 0.0353 -0.0233 0.03
H 0.215 0.597 -4.657 0.0102 0.0158 -0.0179 0.07
H -0.916 -0.748 -4.894 -0.0022 -0.0082 -0.0147 0.07
S -2.368 -3.816 -0.587 0.0030 -0.0053 -0.0097 0.47
C -1.568 -2.430 -0.836 0.0559 0.0511 -0.0556 -0.89
N -0.982 -1.432 -1.012 0.0463 -0.0118 0.0308 0.12
```
Positions in Å, forces in eV/Å.

Summary:
Relative energy (zero: lowest compared OMol25 entry of this formula, charge and spin): 0.000 eV
Electronic energy: -2530.02764 Ha
Net charge: -1
Frontier orbital gap: 0.18987 Eh

# 2
Entry from the Open Molecules 2025 dataset: a molecular structure, C36H41B2F4FeN9O5Te (ωB97M-V/def2-TZVPD).

The geometry in XYZ format:
```
99
Properties=species:S:1:pos:R:3:forces:R:3:lowdin_spin:R:1
Fe 0.823 -1.027 0.591 -0.2730 -0.2546 -0.2340 2.85
C -1.497 -3.279 3.521 -0.0126 0.0295 0.0099 0.00
C -0.908 -2.693 2.289 -0.0211 0.0523 -0.0181 0.01
N 0.330 -2.367 2.202 0.1542 -0.0659 0.0162 0.06
O 1.059 -2.480 3.314 0.0106 0.0149 -0.0094 0.01
B 2.520 -2.763 3.080 -0.0356 -0.0021 0.0033 0.00
F 2.628 -3.956 2.390 0.0047 -0.0005 -0.0104 0.00
F 3.154 -2.675 4.263 0.0161 0.0004 -0.0080 0.00
O 3.140 -1.657 2.178 -0.0404 0.0135 0.0192 -0.02
N 2.630 -1.699 0.938 0.0998 -0.0289 0.0009 -0.03
C 3.129 -2.517 0.071 -0.0726 0.0221 -0.0242 0.04
C 4.353 -3.329 0.261 0.0159 0.0184 -0.0106 0.00
C 2.334 -2.595 -1.188 0.0891 0.0636 0.0531 0.02
N 1.273 -1.873 -1.143 -0.0281 -0.1330 0.0013 -0.03
O 0.519 -1.734 -2.241 0.0383 -0.0679 0.0530 -0.02
B -0.937 -2.162 -2.050 -0.0747 0.0516 -0.0048 0.00
F -0.935 -3.484 -1.657 0.0240 -0.0396 -0.0110 0.00
F -1.567 -1.870 -3.214 0.0133 0.0352 -0.0130 0.00
O -1.571 -1.322 -0.968 0.0655 -0.0072 -0.0160 -0.01
N -1.016 -1.602 0.238 -0.0631 0.2073 0.0699 -0.03
C -1.649 -2.384 1.040 0.0019 -0.0595 0.0360 0.01
C -2.986 -2.936 0.707 0.0083 -0.0098 -0.0035 0.00
C 2.723 -3.469 -2.320 -0.0163 0.0214 -0.0057 0.00
H -0.930 -4.166 3.806 -0.0056 -0.0021 0.0043 0.00
H -2.544 -3.537 3.400 -0.0025 0.0038 -0.0022 0.00
H -1.394 -2.569 4.344 0.0060 -0.0003 0.0017 0.00
H 4.823 -3.104 1.212 0.0043 0.0005 0.0023 0.00
H 5.044 -3.138 -0.564 -0.0045 -0.0032 0.0037 0.00
H 4.095 -4.390 0.242 -0.0038 0.0003 0.0123 0.00
H -2.928 -3.449 -0.253 0.0031 0.0005 0.0014 0.00
H -3.702 -2.119 0.591 -0.0054 -0.0004 -0.0043 0.00
H -3.339 -3.625 1.466 -0.0010 -0.0017 0.0039 0.00
H 3.782 -3.360 -2.547 0.0193 -0.0088 -0.0169 0.00
H 2.119 -3.256 -3.195 0.0054 -0.0001 -0.0033 0.00
H 2.554 -4.509 -2.026 -0.0098 0.0047 0.0121 0.00
C -8.274 0.033 1.114 -0.0030 0.0068 -0.0010 0.00
C -7.251 0.929 1.755 0.0039 0.0037 -0.0024 0.00
C -7.219 2.295 1.496 0.0036 -0.0024 -0.0047 0.00
C -6.278 3.121 2.091 0.0250 -0.0114 -0.0313 0.00
C -5.356 2.595 2.985 0.0144 0.0217 -0.0424 0.00
N -4.425 3.464 3.619 -0.0463 -0.0038 0.0682 0.00
C -3.084 3.285 3.780 0.0574 0.0305 -0.0640 0.00
O -2.395 3.996 4.479 -0.0159 -0.0124 -0.0160 0.00
N -2.556 2.235 3.023 -0.0026 0.0157 -0.0060 0.00
C -1.250 1.781 3.074 0.0028 0.0116 -0.0093 0.00
C -0.335 2.104 4.085 -0.0169 0.0078 0.0132 0.00
C 0.925 1.543 4.038 0.0227 0.0013 -0.0022 0.00
C 1.269 0.675 3.016 0.0050 0.0335 -0.0377 0.01
N 0.403 0.381 2.043 0.0136 -0.1305 0.2021 0.02
C -0.822 0.924 2.069 0.0425 0.0651 -0.0908 0.00
C -5.390 1.233 3.278 -0.0432 -0.0011 0.0307 0.00
C -6.318 0.415 2.654 0.0006 0.0034 -0.0021 0.00
H -8.932 0.593 0.453 0.0002 -0.0004 0.0004 0.00
H -8.892 -0.453 1.870 0.0005 -0.0013 -0.0003 0.00
H -7.796 -0.754 0.527 -0.0006 -0.0027 0.0031 0.00
H -7.943 2.724 0.814 -0.0016 -0.0021 -0.0003 0.00
H -6.262 4.181 1.869 -0.0012 0.0017 0.0057 0.00
H -4.770 4.304 4.058 -0.0075 -0.0211 0.0370 0.00
H -3.177 1.793 2.363 -0.0111 -0.0241 0.0225 0.00
H -0.623 2.781 4.874 0.0019 -0.0038 0.0008 0.00
H 1.648 1.763 4.810 -0.0027 -0.0016 0.0038 0.00
H 2.234 0.190 2.979 -0.0034 -0.0026 0.0006 0.00
H -1.485 0.674 1.249 -0.0074 -0.0107 0.0186 0.00
H -4.721 0.826 4.026 0.0090 0.0052 0.0020 0.00
H -6.346 -0.639 2.905 -0.0041 -0.0019 -0.0003 0.00
C -0.752 1.163 -3.726 -0.0177 -0.0312 0.0085 0.00
N -0.808 1.606 -2.326 0.0778 0.1009 -0.0569 0.02
C -1.821 2.593 -1.942 -0.0078 -0.0070 0.0077 0.00
C 0.041 1.164 -1.464 -0.0234 -0.1045 0.0555 0.03
N 0.811 0.764 -0.682 0.0505 0.1404 -0.0477 0.09
H -1.725 0.767 -4.011 -0.0047 -0.0033 -0.0011 0.00
H -0.020 0.366 -3.822 0.0055 -0.0036 0.0017 0.00
H -0.486 2.006 -4.363 -0.0057 -0.0014 -0.0010 0.00
H -2.806 2.206 -2.198 -0.0028 -0.0018 0.0089 0.00
H -1.647 3.528 -2.474 -0.0028 -0.0044 -0.0109 0.00
H -1.769 2.774 -0.872 0.0056 0.0040 -0.0012 0.00
Te 3.914 0.994 -1.137 0.1139 0.1829 0.0862 0.61
C 3.347 2.532 -2.395 -0.0604 -0.1016 -0.0187 0.05
C 3.300 2.435 -3.787 0.0819 0.0740 0.0321 0.04
C 2.885 3.534 -4.519 -0.0027 0.0057 0.0082 0.00
C 2.525 4.712 -3.871 -0.0032 0.0063 -0.0303 0.06
C 2.573 4.801 -2.486 0.0003 -0.0118 0.0462 0.00
C 2.976 3.708 -1.737 -0.0809 0.0086 -0.0240 0.04
C 5.047 -0.257 -2.356 -0.1046 -0.0606 -0.0435 0.06
C 6.338 -0.540 -1.910 0.0021 0.0002 -0.0216 0.03
C 7.143 -1.377 -2.670 0.0040 0.0125 0.0148 0.00
C 6.656 -1.932 -3.846 0.0028 -0.0076 -0.0064 0.02
C 5.359 -1.664 -4.269 0.0054 -0.0023 0.0076 0.00
C 4.542 -0.831 -3.522 0.0229 0.0071 -0.0031 0.02
H 3.608 1.537 -4.299 0.0301 -0.0662 -0.0173 0.00
H 2.856 3.478 -5.599 0.0025 -0.0019 0.0006 0.00
H 2.216 5.570 -4.453 0.0000 -0.0011 -0.0015 0.00
H 2.305 5.724 -1.989 0.0010 0.0021 -0.0012 0.00
H 3.010 3.780 -0.656 0.0012 0.0000 0.0056 0.00
H 6.726 -0.105 -0.997 0.0038 -0.0028 0.0016 0.01
H 8.153 -1.588 -2.345 -0.0040 -0.0058 0.0044 0.00
H 7.290 -2.582 -4.434 0.0006 0.0057 -0.0029 0.00
H 4.982 -2.111 -5.180 -0.0011 0.0047 0.0024 0.00
H 3.522 -0.656 -3.838 -0.0351 0.0351 -0.0094 0.00
```
Positions in Å, forces in eV/Å.

Summary:
Relative energy (zero: lowest compared OMol25 entry of this formula, charge and spin): 0.000 eV
Multiplicity: 5
Electronic energy: -4246.03320 Ha
Net charge: +2
Frontier orbital gap (alpha / beta): 0.20971 / 0.15157 Eh